17
Properties=species:S:1:pos:R:3 method="wB97M-V/def2-TZVPD" e_tot_ev=-7862.7365 homo_ev=-9.356 orbital_gap_ev=10.1925 multiplicity=1 smiles=CC(C)(N)CO
C -0.119 -1.473 0.208
C -0.320 0.009 -0.174
C -0.867 0.639 1.124
C 1.031 0.702 -0.400
H -1.135 -1.962 0.136
H 0.642 -2.111 -0.386
H 0.198 -1.432 1.291
H 0.041 0.816 1.801
H -1.434 1.605 0.660
H -1.648 -0.052 1.630
H -0.613 -0.034 -2.309
H -1.565 1.117 -1.492
H 1.111 1.786 -0.274
H 1.439 0.481 -1.427
H 2.386 -0.540 0.395
N -1.158 0.110 -1.404
O 2.012 0.340 0.621

***

41
Properties=species:S:1:pos:R:3 method="wB97M-V/def2-TZVPD" e_tot_ev=-83788.9177 charge=+1 homo_ev="-10.517 / -11.834" orbital_gap_ev="6.6853 / 6.5441" multiplicity=5
Os -0.321 -0.675 -0.363
N 0.639 1.131 0.350
C -0.042 1.774 1.472
C 0.437 2.908 2.060
C -0.273 3.500 3.128
C -1.441 2.953 3.574
C -1.954 1.776 2.979
C -3.157 1.151 3.383
C -3.577 0.016 2.750
C -2.797 -0.515 1.708
N -1.672 0.040 1.312
C -1.241 1.182 1.923
H 0.675 1.777 -0.448
H 1.606 0.937 0.601
H 1.354 3.361 1.705
H 0.118 4.399 3.583
H -1.989 3.411 4.386
H -3.735 1.582 4.190
H -4.493 -0.483 3.030
H -3.104 -1.413 1.186
S -2.632 -4.385 -1.921
C -1.876 -3.135 -1.387
N -1.291 -2.169 -0.975
Cl -0.587 -0.640 -4.138
Si -0.964 0.443 -2.452
Cl -2.963 0.898 -2.466
Cl 0.050 2.248 -2.641
F 3.791 -1.101 -4.777
C 3.246 -1.288 -3.573
C 3.521 -0.380 -2.568
C 2.947 -0.583 -1.326
C 2.093 -1.673 -1.081
C 1.410 -1.841 0.212
C 1.869 -2.584 -2.132
C 2.442 -2.401 -3.370
H 4.182 0.452 -2.765
H 3.211 0.089 -0.517
H 1.903 -1.368 1.061
H 1.109 -2.858 0.448
H 1.231 -3.443 -1.960
H 2.278 -3.094 -4.183

***

52
Properties=species:S:1:pos:R:3 method="wB97M-V/def2-TZVPD" e_tot_ev=-139477.2264 charge=+1 homo_ev="-10.546 / -11.519" orbital_gap_ev="7.4024 / 5.9032" multiplicity=5
Rh -14.931 -4.145 -1.121
C -16.245 -8.062 -2.528
C -15.082 -7.881 -1.583
O -14.602 -9.207 -1.175
P -15.660 -7.077 -0.045
O -14.456 -7.122 1.013
O -16.696 -8.126 0.530
O -16.337 -5.788 -0.359
P -13.565 -6.890 -2.258
O -12.342 -7.867 -1.746
O -13.310 -6.697 -3.712
O -13.550 -5.615 -1.329
H -16.454 -9.123 -2.760
H -16.066 -7.407 -3.419
H -17.121 -7.563 -2.139
H -13.591 -9.114 -1.123
H -14.160 -6.205 1.208
H -16.320 -9.018 0.686
H -11.893 -8.061 -2.595
Cl -18.289 -2.829 -1.002
C -17.176 -2.523 0.261
C -15.946 -3.180 0.390
C -15.225 -2.987 1.548
Cl -13.814 -3.979 1.867
C -15.660 -2.160 2.601
Cl -14.659 -1.881 3.970
C -16.880 -1.473 2.461
Cl -17.564 -0.558 3.685
C -17.638 -1.650 1.294
Cl -18.979 -0.652 0.964
C -12.398 -4.118 -6.343
N -13.449 -4.447 -5.360
C -14.509 -3.684 -5.145
S -15.610 -4.186 -3.888
N -14.761 -2.531 -5.824
C -15.829 -1.591 -5.450
H -11.876 -5.064 -6.496
H -11.662 -3.372 -5.975
H -12.834 -3.816 -7.308
H -13.427 -5.357 -4.842
H -14.052 -2.160 -6.485
H -15.383 -0.644 -5.103
H -16.438 -2.047 -4.672
H -16.457 -1.355 -6.314
S -12.037 -0.913 -1.977
C -13.633 -0.395 -2.305
C -14.591 -1.356 -2.071
N -14.020 -2.542 -1.650
C -12.681 -2.485 -1.517
H -13.818 0.659 -2.476
H -15.679 -1.258 -2.098
H -12.067 -3.262 -1.017

***

21
Properties=species:S:1:pos:R:3 method="wB97M-V/def2-TZVPD" e_tot_ev=-10516.7544 homo_ev=-9.100 orbital_gap_ev=9.2987 multiplicity=1 smiles="C/C=C/C.O.O.O"
C -0.816 0.124 -2.004
C -2.029 -0.102 -2.505
C -2.932 -1.225 -2.046
C 0.105 1.269 -2.298
H -0.457 -0.571 -1.250
H -2.404 0.561 -3.284
H -2.921 -2.082 -2.720
H -2.617 -1.604 -1.073
H -3.936 -0.821 -1.883
H 1.161 0.989 -2.205
H -0.047 2.068 -1.572
H -0.059 1.679 -3.297
H 0.323 -1.000 1.811
H 1.719 -1.426 2.292
O 1.196 -1.270 1.501
H 1.289 -0.775 5.267
H 0.848 0.546 5.851
O 1.116 -0.343 6.110
H 3.115 0.646 0.972
H 4.132 1.771 1.060
O 3.216 1.564 1.272

***

47
Properties=species:S:1:pos:R:3 method="wB97M-V/def2-TZVPD" e_tot_ev=-110157.1414 homo_ev=-7.677 orbital_gap_ev=7.7805 multiplicity=1
Au 0.151 0.757 0.549
F -5.954 0.223 1.052
C -5.125 0.346 -0.008
F -4.830 1.638 -0.102
F -5.896 0.076 -1.089
C -3.973 -0.613 0.080
C -4.258 -1.959 -0.076
C -3.235 -2.896 -0.001
C -1.944 -2.423 0.169
N -1.658 -1.145 0.316
C -2.638 -0.229 0.325
S -2.148 1.363 0.679
H -5.275 -2.274 -0.258
H -3.436 -3.950 -0.087
H -1.091 -3.093 0.194
C 6.379 3.443 -1.365
C 6.310 2.310 -0.570
C 5.088 1.712 -0.316
C 3.927 2.240 -0.867
C 3.992 3.400 -1.624
C 5.216 3.998 -1.874
As 2.249 1.221 -0.688
C 2.632 -0.191 -1.961
C 3.381 -1.339 -1.759
C 3.492 -2.279 -2.773
C 2.847 -2.070 -3.981
C 2.089 -0.931 -4.189
C 1.967 0.020 -3.182
C 1.166 1.244 -3.253
C 0.375 1.646 -4.322
C -0.387 2.797 -4.224
C -0.386 3.552 -3.062
C 0.404 3.166 -1.991
C 1.194 2.031 -2.090
H 7.336 3.894 -1.590
H 7.213 1.888 -0.153
H 5.031 0.819 0.300
H 3.084 3.827 -2.035
H 5.258 4.893 -2.477
H 3.877 -1.511 -0.809
H 4.076 -3.176 -2.623
H 2.932 -2.801 -4.771
H 1.590 -0.781 -5.136
H 0.345 1.054 -5.227
H -1.001 3.099 -5.060
H -1.011 4.430 -2.986
H 0.387 3.742 -1.070